Entry from the Open Molecules 2025 dataset: C38H56As2CoNO2 as an isolated structure (ωB97M-V/def2-TZVPD).

XYZ file:
```
100
Properties=species:S:1:pos:R:3
Co 0.1509 0.1577 -0.1254
C -3.5833 5.8413 -1.6100
C -2.4899 6.0804 -0.5516
C -3.1427 6.1871 0.8408
C -1.7872 7.4046 -0.8655
C -1.5159 4.9018 -0.5298
C -2.0184 3.6150 -0.4217
C -1.1321 2.5513 -0.3256
N -1.3908 1.2254 -0.1918
C -2.5444 0.5297 0.0520
C -3.7943 0.9929 0.4017
C -4.8266 0.0709 0.5913
C -4.5846 -1.3157 0.3621
C -3.3647 -1.8501 0.0533
C -2.2834 -0.9112 -0.0113
O -1.0626 -1.2614 -0.0925
C -3.1689 -3.3551 -0.1417
C -2.5223 -3.9210 1.1371
C -4.5021 -4.0695 -0.3798
C -2.2674 -3.6349 -1.3639
C -6.1930 0.5658 1.0663
C -7.2350 -0.5541 1.0960
C -6.6996 1.6811 0.1340
C -6.0300 1.1243 2.4915
C 0.3165 2.7970 -0.4064
O 1.0703 1.7628 -0.3454
C 0.8358 4.1221 -0.5589
C -0.0993 5.1153 -0.5895
C 2.3345 4.4108 -0.6883
C 3.0558 3.9748 0.6052
C 2.5956 5.8999 -0.9006
C 2.9148 3.6582 -1.9044
H -4.1901 6.7455 -1.7180
H -4.2590 5.0258 -1.3330
H -3.1465 5.6059 -2.5866
H -3.8477 7.0265 0.8568
H -2.3892 6.3587 1.6172
H -3.6914 5.2736 1.0956
H -2.5271 8.2069 -0.8682
H -1.3087 7.3886 -1.8512
H -1.0332 7.6607 -0.1147
H -3.0871 3.4462 -0.4456
H -3.9666 2.0461 0.5674
H -5.4218 -1.9961 0.4452
H -3.1815 -3.7742 2.0002
H -1.5705 -3.4368 1.3412
H -2.3420 -4.9946 1.0208
H -5.1340 -4.0898 0.5143
H -4.2966 -5.1084 -0.6526
H -5.0671 -3.6130 -1.1989
H -1.2768 -3.2046 -1.2495
H -2.7210 -3.2353 -2.2815
H -2.1573 -4.7173 -1.4879
H -7.3922 -0.9913 0.1035
H -8.1906 -0.1425 1.4318
H -6.9589 -1.3542 1.7914
H -6.7779 1.3259 -0.9001
H -6.0452 2.5607 0.1444
H -7.6937 2.0057 0.4598
H -5.6592 0.3525 3.1753
H -7.0000 1.4755 2.8634
H -5.3297 1.9667 2.5178
H 0.2533 6.1320 -0.6954
H 2.7362 4.5912 1.4520
H 4.1371 4.0979 0.4847
H 2.8589 2.9314 0.8458
H 2.2624 6.5028 -0.0477
H 2.1113 6.2746 -1.8083
H 3.6726 6.0548 -1.0109
H 2.7569 2.5824 -1.8394
H 3.9918 3.8452 -1.9685
H 2.4540 4.0146 -2.8325
C 3.8178 0.1288 0.0736
As 2.2110 -0.5783 0.8892
C 1.9777 0.5279 2.4795
C 2.9617 -2.1707 1.7502
C 4.0278 -1.8929 2.6103
C 4.5863 -2.8845 3.4015
C 4.0643 -4.1674 3.3541
C 3.0348 -4.4653 2.4694
C 2.4869 -3.4896 1.6319
As 1.1625 -3.9624 0.2627
C 1.4051 -5.8955 0.2564
C 2.3421 -3.6183 -1.2739
H 4.3871 0.6892 0.8110
H 3.5583 0.7841 -0.7539
H 4.4093 -0.7053 -0.2863
H 2.9378 0.8133 2.8915
H 1.4384 -0.0629 3.2104
H 1.4070 1.4269 2.2466
H 4.4348 -0.8948 2.6682
H 5.4144 -2.6509 4.0602
H 4.4694 -4.9443 3.9941
H 2.6575 -5.4794 2.4318
H 0.9188 -6.2905 -0.6322
H 0.9296 -6.3368 1.1309
H 2.4620 -6.1614 0.2363
H 3.3012 -4.1183 -1.1440
H 2.5103 -2.5512 -1.3903
H 1.8599 -3.9830 -2.1782
```

Calculated values
energy relative to the best compared isomer or geometry (same formula, charge and spin): 29.0 kcal/mol
lowest unoccupied orbital energy (alpha / beta): -2.133 / -5.160 eV
frontier orbital gap (alpha / beta): 7.841 / 5.406 eV
HOMO energy (alpha / beta): -0.3665 / -0.3883 hartree
energy: -7540.9122 hartree
charge: +1
spin multiplicity: 4

Results of the Löwdin charge analysis, in e, for atoms 1 through 6: Co 0.535; C -0.039; C -0.549; C -0.032; C -0.060; C -0.107

***

Entry from the Open Molecules 2025 dataset: C38H56BBeF4N4O6 as an isolated structure (ωB97M-V/def2-TZVPD).

XYZ file:
```
110
Properties=species:S:1:pos:R:3
Be 12.5870 -9.8118 -2.4206
B 13.5675 -9.2442 -4.8617
F 12.2895 -9.7473 -5.1574
F 13.5569 -8.2837 -3.9679
F 14.2175 -10.3879 -4.4694
F 13.9672 -8.8030 -6.0594
N 10.5880 -11.3148 -3.2997
C 9.6878 -10.9810 -4.3050
C 8.5771 -11.7908 -4.6677
C 8.4358 -12.9984 -3.9761
C 9.2865 -13.3499 -3.0032
C 10.4007 -12.5244 -2.7049
H 9.9369 -10.0984 -4.8753
H 7.8862 -11.6229 -5.4807
H 7.6498 -13.6791 -4.2680
H 9.1682 -14.2216 -2.3766
H 10.9798 -12.7432 -1.8200
N 19.2990 -10.5740 -4.0132
C 18.0143 -10.3397 -4.4217
C 17.6173 -9.2466 -5.2423
C 18.6325 -8.2998 -5.6133
C 19.9369 -8.5350 -5.1817
C 20.2177 -9.7049 -4.4453
H 17.3029 -11.0973 -4.1277
H 16.5978 -9.1493 -5.5850
H 18.5376 -7.4383 -6.2578
H 20.6790 -7.8130 -5.4890
H 21.2133 -9.8600 -4.0567
N 10.6282 -8.2421 -2.7791
C 10.4363 -7.4021 -3.8516
C 9.4352 -6.4183 -3.8812
C 8.5681 -6.3362 -2.7707
C 8.8166 -7.2066 -1.7008
C 9.8394 -8.0899 -1.7221
H 11.0081 -7.5886 -4.7487
H 9.3090 -5.8740 -4.8054
H 7.7804 -5.5975 -2.7524
H 8.2827 -7.0339 -0.7780
H 10.0251 -8.7654 -0.9001
N 12.0993 -12.4161 -8.6034
C 11.9285 -12.4707 -7.2541
C 11.2789 -13.5837 -6.6768
C 10.6572 -14.4944 -7.4566
C 10.7537 -14.3816 -8.7980
C 11.4153 -13.2855 -9.3763
H 12.2503 -11.6112 -6.6848
H 11.1490 -13.6635 -5.6077
H 10.2843 -15.4277 -7.0611
H 10.1519 -14.9525 -9.4897
H 11.6004 -13.1745 -10.4345
C 17.1311 -7.8047 -1.7662
C 16.3357 -9.0404 -1.4439
O 15.1767 -9.2113 -1.7993
C 17.0721 -10.1398 -0.7342
H 17.7456 -7.5460 -0.9040
H 16.4854 -7.0027 -2.1239
H 17.7728 -8.1043 -2.5949
H 17.4307 -10.8772 -1.4522
H 16.3237 -10.5485 -0.0552
H 17.9265 -9.7031 -0.2172
C 15.2871 -13.9682 -2.1126
C 14.2600 -13.0977 -2.7836
O 13.8493 -12.0500 -2.2533
C 13.6358 -13.5634 -4.0845
H 14.8479 -14.9385 -1.8803
H 15.6677 -13.5723 -1.1711
H 16.1730 -14.0781 -2.7379
H 13.8484 -12.9633 -4.9692
H 12.5752 -13.7223 -3.8896
H 13.9791 -14.5631 -4.3508
C 17.2789 -8.3150 -10.8734
C 16.1992 -7.8599 -9.9594
O 15.0386 -7.6617 -10.3802
C 16.6591 -7.5334 -8.5482
H 18.0034 -7.5051 -10.9593
H 16.8168 -8.4582 -11.8502
H 17.8224 -9.1578 -10.4462
H 17.2492 -6.6190 -8.4886
H 17.2022 -8.2947 -7.9881
H 15.7468 -7.3697 -7.9747
C 14.4273 -6.2193 -0.0034
C 13.2962 -6.2194 -1.0145
O 12.8476 -7.3181 -1.4002
C 12.7928 -4.9226 -1.5800
H 15.2360 -5.6245 -0.4281
H 14.8333 -7.2163 0.1672
H 14.0287 -5.7868 0.9143
H 13.1445 -4.8926 -2.6113
H 13.1521 -4.0654 -1.0106
H 11.7087 -4.9142 -1.6928
C 17.5383 -4.4326 -4.9044
C 16.1088 -4.8496 -4.7510
O 15.2594 -3.9702 -4.5654
C 15.7712 -6.3385 -5.0075
H 18.2263 -5.1922 -4.5334
H 17.8026 -3.4768 -4.4520
H 17.7696 -4.3137 -5.9629
H 16.2796 -6.6163 -5.9308
H 14.6988 -6.4257 -5.1823
H 16.1761 -6.9362 -4.1908
C 12.4842 -5.9440 -8.0114
C 11.6122 -5.1632 -7.0458
O 10.4238 -5.0787 -7.1792
C 12.3370 -4.3422 -5.9790
H 13.4535 -5.4629 -8.1422
H 12.1907 -6.1421 -9.0423
H 12.7454 -6.8841 -7.5254
H 13.2718 -3.9803 -6.4070
H 12.5335 -4.8642 -5.0425
H 11.7172 -3.5226 -5.6155
```

Calculated values
energy relative to the best compared isomer or geometry (same formula, charge and spin): 10.5 kcal/mol
lowest unoccupied orbital energy (alpha / beta): 0.487 / 0.126 eV
frontier orbital gap (alpha / beta): 6.186 / 9.147 eV
HOMO energy (alpha / beta): -0.2094 / -0.3315 hartree
energy: -2591.1556 hartree
spin multiplicity: 2

Results of the Löwdin charge analysis, in e, for atoms 1 through 6: Be 0.784; B -1.610; F 0.084; F 0.207; F 0.142; F 0.187

***

Number 1: maximum force 0.64 eV/Å, M 767.648 g mol⁻¹. Number 2: maximum force 3.91 eV/Å, M 760.704 g mol⁻¹.